No. 1
The following is a DFT calculation (the ωB97M-V functional and the def2-TZVPD basis) of a structure of composition C3H3CoFO2 at a distorted geometry.

The geometry in XYZ format:
```
10
C3H3CoFO2, DFT the ωB97M-V functional and the def2-TZVPD basis
H 0.821 0.024 0.850
H 1.525 -0.352 -0.771
O -0.175 -1.505 -0.395
O -1.651 0.113 0.060
C 0.987 -0.790 0.076
C -0.800 1.186 0.273
C -1.414 -1.120 -0.400
H 1.603 -1.546 0.569
F 0.449 0.942 -0.212
Co -1.345 3.048 -0.050
```

Values from the calculation:
2S+1   6
Expectation value of S²   8.7640
E_HOMO (spin up / spin down)   -18.63 / -19.79 eV
Relative energy (zero: lowest compared OMol25 entry of this formula, charge and spin)   3.653 eV
Charge   +2
Gap between HOMO and LUMO (spin up / spin down)   7.10 / 6.68 eV

No. 2
The following is a DFT calculation (the ωB97M-V functional and the def2-TZVPD basis) of a structure of composition C11H20BF2N4OPRhS2.

The geometry in XYZ format:
```
43
C11H20BF2N4OPRhS2, DFT the ωB97M-V functional and the def2-TZVPD basis
Rh 0.511 0.363 0.310
S 1.816 1.002 -1.498
C 1.920 2.115 -0.142
S 0.308 2.654 0.277
C 2.949 2.141 0.789
C 4.189 1.483 0.532
N 5.170 0.910 0.350
C 2.619 2.404 2.148
N 2.259 2.445 3.246
F -1.295 -0.002 -1.947
B -1.160 0.188 -0.647
F -2.291 0.162 0.072
N -0.854 0.404 5.194
C -1.207 1.545 4.270
C -1.325 1.023 2.850
N -0.073 0.370 2.438
C 0.207 -0.782 3.300
C 0.381 -0.338 4.743
H -1.641 -0.245 5.239
H -0.711 0.761 6.140
H -0.395 2.270 4.344
H -2.129 1.993 4.635
H -1.531 1.859 2.187
H -2.142 0.307 2.740
H 0.668 1.060 2.611
H 1.117 -1.273 2.960
H -0.603 -1.508 3.196
H 1.212 0.363 4.836
H 0.533 -1.175 5.423
C 3.441 -2.195 -0.444
P 1.689 -2.576 -0.456
C 1.103 -2.496 -2.148
C 1.510 -4.287 0.068
O 0.889 -1.694 0.499
H 3.965 -2.855 -1.137
H 3.842 -2.346 0.558
H 3.609 -1.160 -0.743
H 1.633 -3.243 -2.741
H 1.271 -1.514 -2.584
H 0.034 -2.711 -2.176
H 2.092 -4.949 -0.574
H 0.461 -4.578 0.019
H 1.860 -4.395 1.094
```

Values from the calculation:
E_HOMO   -10.88 eV
Relative energy (zero: lowest compared OMol25 entry of this formula, charge and spin)   0.551 eV
Charge   +1
Gap between HOMO and LUMO   7.56 eV

No. 3
The following is a DFT calculation (the ωB97M-V functional and the def2-TZVPD basis) of the molecule C3H2N2O at a distorted geometry.

The geometry in XYZ format:
```
8
C3H2N2O, DFT the ωB97M-V functional and the def2-TZVPD basis
C -0.110 -0.222 0.055
C 0.107 1.087 -0.251
C 0.398 -1.542 0.336
N -1.042 -1.006 0.343
N -0.237 2.182 -0.499
O -0.409 3.331 -0.683
H 0.549 -2.108 -0.545
H 0.744 -1.721 1.245
```

Values from the calculation:
E_HOMO   -10.08 eV
Relative energy (zero: lowest compared OMol25 entry of this formula, charge and spin)   4.143 eV
SMILES string   [O-][N+]#CC1=NC1
Gap between HOMO and LUMO   9.90 eV

No. 4
The following is a DFT calculation (the ωB97M-V functional and the def2-TZVPD basis) of a structure of composition C19H29MoO8 at a distorted geometry.

The geometry in XYZ format:
```
57
C19H29MoO8, DFT the ωB97M-V functional and the def2-TZVPD basis
Mo 0.216 0.085 -0.073
C -0.253 3.027 0.382
C -1.104 2.689 -0.851
O -0.660 1.400 -1.319
C -0.308 1.279 -2.706
C 1.222 1.261 -2.779
O 1.717 0.426 -1.722
C 2.268 -0.844 -2.082
C 1.170 -1.876 -2.365
O 0.149 -1.676 -1.376
C -0.657 -2.815 -1.047
C -2.121 -1.479 0.652
O -1.376 -0.500 1.357
C -2.115 0.631 1.846
C -1.055 1.658 2.252
O -0.094 1.870 1.204
H -0.692 3.861 0.946
H 0.766 3.307 0.080
H -0.968 3.457 -1.621
H -2.171 2.628 -0.599
H -0.730 2.097 -3.299
H -0.743 0.332 -3.055
H 1.635 2.263 -2.596
H 1.567 0.907 -3.753
H 2.862 -1.145 -1.209
H 2.938 -0.741 -2.941
H 1.594 -2.886 -2.289
H 0.731 -1.748 -3.366
H -0.043 -3.723 -1.107
H -1.460 -2.897 -1.792
H -3.002 -1.736 1.257
H -3.422 -0.984 -0.760
H -2.699 0.342 2.728
H -2.790 1.008 1.065
H -0.483 1.250 3.097
H -1.518 2.608 2.543
C 3.359 -5.449 4.310
O 3.112 -4.184 3.741
C 2.026 -3.906 3.053
C 0.925 -4.761 2.849
C -0.136 -4.359 2.058
C -0.188 -3.126 1.410
C -1.285 -2.797 0.382
C -2.352 -3.910 0.350
O -2.482 -0.884 -0.567
C 0.931 -2.255 1.629
O 0.952 -1.124 0.989
C 1.988 -2.636 2.450
H 4.304 -5.353 4.845
H 3.461 -6.216 3.536
H 2.574 -5.748 5.009
H 0.891 -5.738 3.305
H -0.948 -5.058 1.948
H -2.777 -4.070 1.338
H -1.937 -4.847 -0.009
H -3.161 -3.641 -0.323
H 2.804 -1.947 2.606
```

Values from the calculation:
E_HOMO (spin up / spin down)   -16.80 / -16.79 eV
Relative energy (zero: lowest compared OMol25 entry of this formula, charge and spin)   1.144 eV
Charge   +3
Gap between HOMO and LUMO (spin up / spin down)   4.94 / 4.93 eV

No. 5
The following is a DFT calculation (the ωB97M-V functional and the def2-TZVPD basis) of a cluster of 2 separate species, C3H9NO3 in total.

The geometry in XYZ format:
```
16
C3H9NO3, DFT the ωB97M-V functional and the def2-TZVPD basis
C -1.071 -0.347 1.507
C -0.900 -1.262 0.306
O -1.957 -2.202 0.342
C 0.083 0.636 1.590
N -0.030 1.594 2.544
O 1.063 0.533 0.872
H -2.031 0.142 1.382
H -1.103 -0.906 2.460
H 0.080 -1.757 0.299
H -0.913 -0.607 -0.573
H -1.991 -2.686 -0.497
H 0.756 2.183 2.752
H -0.871 1.899 2.991
H 3.306 1.217 -5.947
H 1.995 0.534 -6.307
O 2.405 1.079 -5.630
```

Values from the calculation:
E_HOMO   -9.80 eV
Relative energy (zero: lowest compared OMol25 entry of this formula, charge and spin)   0.879 eV
SMILES string   NC(=O)CCO.O
Gap between HOMO and LUMO   10.71 eV

No. 6
The following is a DFT calculation (the ωB97M-V functional and the def2-TZVPD basis) of a structure of composition C66H70BaBrF6N5O3P2S2Sb2 at a distorted geometry.

The geometry in XYZ format:
```
158
C66H70BaBrF6N5O3P2S2Sb2, DFT the ωB97M-V functional and the def2-TZVPD basis
Ba -0.763 -0.263 1.663
C -1.901 1.418 -2.592
C -3.096 0.489 -2.805
C -4.256 0.794 -1.855
Sb -4.125 -0.342 -0.030
C -6.061 0.312 0.648
C -6.370 1.672 0.645
C -7.567 2.137 1.179
C -8.477 1.246 1.731
C -8.177 -0.110 1.756
C -6.978 -0.567 1.223
C -4.882 -2.114 -1.044
C -6.152 -2.222 -1.611
C -6.536 -3.365 -2.303
C -5.649 -4.425 -2.444
C -4.380 -4.334 -1.888
C -4.003 -3.189 -1.192
Sb -0.134 0.681 -3.573
C -1.167 -0.077 -5.303
C -1.652 -1.385 -5.219
C -2.314 -1.975 -6.287
C -2.485 -1.271 -7.473
C -1.994 0.023 -7.578
C -1.343 0.614 -6.500
C 0.512 2.498 -4.533
C 1.594 2.412 -5.411
C 2.103 3.538 -6.044
C 1.543 4.785 -5.797
C 0.475 4.891 -4.919
C -0.036 3.757 -4.296
H -1.665 1.547 -1.532
H -2.147 2.404 -2.992
H -2.796 -0.560 -2.703
H -3.433 0.596 -3.841
H -5.214 0.504 -2.294
H -4.310 1.856 -1.605
H -5.655 2.390 0.255
H -7.778 3.200 1.176
H -9.406 1.607 2.157
H -8.871 -0.813 2.202
H -6.762 -1.630 1.257
H -6.858 -1.403 -1.512
H -7.529 -3.427 -2.734
H -5.945 -5.317 -2.986
H -3.679 -5.154 -1.995
H -3.006 -3.122 -0.769
H -1.520 -1.956 -4.303
H -2.695 -2.985 -6.191
H -2.997 -1.730 -8.311
H -2.124 0.580 -8.499
H -0.978 1.631 -6.596
H 2.055 1.448 -5.607
H 2.944 3.444 -6.722
H 1.944 5.669 -6.278
H 0.039 5.860 -4.708
H -0.863 3.874 -3.606
O -1.325 -1.328 -0.773
N -0.603 -2.001 -1.558
N 0.644 -1.677 -1.477
O 1.099 -0.750 -0.705
C 1.542 -2.337 -2.371
C 1.175 -3.482 -3.074
C 2.095 -4.075 -3.924
C 3.371 -3.543 -4.073
C 3.722 -2.404 -3.361
C 2.812 -1.796 -2.508
H 0.179 -3.885 -2.959
H 1.809 -4.963 -4.474
H 4.085 -4.014 -4.737
H 4.714 -1.979 -3.466
H 3.053 -0.910 -1.937
S -2.264 2.320 1.342
C -2.426 2.956 2.999
C -3.534 3.775 3.256
C -3.774 4.356 4.491
C -2.878 4.123 5.527
C -1.780 3.309 5.299
C -1.520 2.699 4.062
S -0.084 1.664 3.946
H -4.226 3.944 2.438
H -4.652 4.976 4.637
H -3.034 4.559 6.509
H -1.083 3.106 6.105
C 3.135 -0.405 3.533
P 3.832 -0.528 1.828
C 4.932 0.974 1.841
N 6.223 0.851 1.960
C 6.982 1.990 1.928
C 8.386 1.894 2.046
C 9.152 3.026 2.040
C 8.547 4.298 1.917
C 7.189 4.407 1.801
C 6.384 3.247 1.802
N 5.027 3.370 1.673
C 4.307 2.287 1.656
P 2.439 2.372 1.515
C 2.129 3.912 2.442
C 2.302 2.901 -0.282
C 3.090 1.907 -1.143
C 0.816 2.766 -0.627
C 2.775 4.324 -0.563
C 4.982 -1.994 2.004
C 4.032 -3.171 2.282
C 5.626 -2.216 0.630
C 6.063 -1.978 3.084
H 3.903 -0.368 4.307
H 2.479 -1.258 3.721
H 2.508 0.486 3.601
H 8.819 0.906 2.144
H 10.229 2.952 2.132
H 9.165 5.186 1.915
H 6.691 5.365 1.704
H 2.881 4.679 2.258
H 2.058 3.657 3.499
H 1.136 4.266 2.154
H 2.856 0.876 -0.875
H 4.171 2.069 -1.061
H 2.813 2.043 -2.196
H 0.525 1.712 -0.651
H 0.638 3.195 -1.621
H 0.151 3.263 0.083
H 3.776 4.513 -0.173
H 2.093 5.057 -0.125
H 2.788 4.490 -1.648
H 3.174 -3.168 1.603
H 3.658 -3.157 3.308
H 4.572 -4.112 2.133
H 4.870 -2.369 -0.142
H 6.271 -3.101 0.665
H 6.244 -1.362 0.337
H 5.660 -1.698 4.061
H 6.866 -1.286 2.845
H 6.479 -2.989 3.175
Br 1.368 -7.499 3.049
C 0.935 -5.753 2.446
C 0.699 -4.749 3.360
C 0.388 -3.490 2.859
N 0.319 -3.212 1.560
C 0.540 -4.206 0.703
C 0.852 -5.500 1.090
H 0.733 -4.923 4.426
H 0.176 -2.679 3.549
H 0.474 -3.956 -0.350
H 1.028 -6.273 0.355
C -3.950 -2.985 3.176
C -3.044 -1.919 3.799
O -2.096 -1.488 2.920
C -3.925 -0.727 4.261
F -5.038 -1.140 4.932
F -4.357 -0.033 3.209
F -3.268 0.107 5.068
C -2.363 -2.514 5.059
F -1.297 -1.820 5.455
F -1.922 -3.779 4.809
F -3.192 -2.622 6.122
H -4.491 -2.527 2.346
H -4.671 -3.405 3.880
H -3.321 -3.777 2.774
```

Values from the calculation:
E_HOMO   -1.29 eV
Relative energy (zero: lowest compared OMol25 entry of this formula, charge and spin)   0.000 eV
Charge   -2
Gap between HOMO and LUMO   4.54 eV

No. 7
The following is a DFT calculation (the ωB97M-V functional and the def2-TZVPD basis) of a cluster of 2 separate species, C2H4O2S2 in total at a distorted geometry.

The geometry in XYZ format:
```
10
C2H4O2S2, DFT the ωB97M-V functional and the def2-TZVPD basis
C -0.880 0.442 -0.154
C 2.445 -0.553 1.019
O -1.077 1.661 0.119
O 1.302 -1.279 1.250
S -2.036 -0.336 -1.216
S 3.867 -1.282 1.580
H -1.624 2.212 -0.499
H 0.438 -0.810 0.907
H -2.510 0.983 -1.437
H 4.501 -0.271 1.090
```

Values from the calculation:
2S+1   3
Expectation value of S²   2.0060
E_HOMO (spin up / spin down)   -5.85 / -9.46 eV
Relative energy (zero: lowest compared OMol25 entry of this formula, charge and spin)   3.275 eV
Gap between HOMO and LUMO (spin up / spin down)   5.69 / 8.93 eV

No. 8
The following is a DFT calculation (the ωB97M-V functional and the def2-TZVPD basis) of the molecule CH4NO2P at a distorted geometry.

The geometry in XYZ format:
```
9
CH4NO2P, DFT the ωB97M-V functional and the def2-TZVPD basis
C 0.453 1.111 0.589
N 0.277 -1.316 -0.368
O -2.023 -0.413 0.462
O -0.551 1.063 -1.177
P -0.694 -0.037 -0.060
H -0.043 1.942 0.936
H 1.463 1.073 0.433
H -0.062 -2.176 -0.207
H 1.179 -1.247 -0.607
```

Values from the calculation:
E_HOMO   -10.57 eV
Relative energy (zero: lowest compared OMol25 entry of this formula, charge and spin)   1.668 eV
Gap between HOMO and LUMO   9.30 eV